No. 1
Formula: C2H2F5P
Source: OMol25
Level of theory: ωB97M-V with the def2-TZVPD basis set

The geometry in XYZ format:
```
10
Properties=species:S:1:pos:R:3:mulliken_charge:R:1
C 1.6291 -0.8713 1.6955 0.47
C -0.0329 -1.8470 0.0870 0.49
F 1.2066 0.3752 1.6344 -0.22
F 2.8996 -1.1062 1.1866 -0.23
F 1.5566 -1.2489 2.9419 -0.22
F -1.0153 -2.1221 0.8974 -0.19
F 0.4528 -2.9507 -0.3885 -0.19
P -0.1327 -0.3211 -0.9249 -0.10
H 1.3528 0.0968 -1.0566 0.10
H -0.3618 0.4235 0.2251 0.08
```

Properties
Frontier orbital gap (alpha / beta) in Ha: 0.299 / 0.325
Spin multiplicity: 1

=====

No. 2
Formula: C2H4O3S2
Source: OMol25
Level of theory: ωB97M-V with the def2-TZVPD basis set

The geometry in XYZ format:
```
11
Properties=species:S:1:pos:R:3:mulliken_charge:R:1
C -0.7826 0.4258 0.2798 0.09
C 0.4867 1.2430 0.3034 -0.93
O -0.1225 -3.1495 -0.4863 -0.47
O 1.4026 -1.1966 -1.0745 -0.45
O -0.4274 -0.9556 0.6401 -0.25
S -1.6961 0.2693 -1.2336 -0.12
S 0.1379 -1.7480 -0.6975 0.90
H -1.5742 0.8284 1.1216 0.29
H 1.2652 0.7916 -0.3537 0.29
H 0.9557 1.1766 1.2748 0.32
H 0.3548 2.3150 0.2259 0.35
```

Properties
Frontier orbital gap (alpha / beta) in Ha: 0.271 / 0.257
Spin multiplicity: 1

=====

No. 3
Formula: C7H18GaO
Source: OMol25
Level of theory: ωB97M-V with the def2-TZVPD basis set

The geometry in XYZ format:
```
27
Properties=species:S:1:pos:R:3:mulliken_charge:R:1
C 1.4994 -1.6573 1.9351 -0.82
C 1.2390 -2.2930 0.4239 -0.37
O 0.3573 -1.4732 -0.4228 -0.21
C -1.0667 -1.7687 -0.2014 -0.59
C -1.8627 -0.3040 -0.3172 -0.51
C -1.2561 0.8040 0.7272 -0.20
C -1.0040 2.2949 0.0948 -0.64
C -0.3142 2.3157 -1.3918 -0.75
Ga 1.5818 1.4996 -1.4966 0.26
H 2.1996 -2.4432 2.4973 0.32
H 2.1475 -0.6644 1.8732 0.22
H 0.5174 -1.4582 2.5399 0.24
H 2.3108 -2.2837 -0.1010 0.23
H 0.9297 -3.4205 0.4995 0.29
H -1.4420 -2.3871 -1.1479 0.20
H -1.3098 -2.3230 0.8012 0.35
H -2.9813 -0.5504 0.0179 0.29
H -1.9348 0.0450 -1.4316 0.29
H -0.2928 0.4062 1.3072 -0.06
H -2.0791 0.9405 1.5808 0.30
H -2.0121 2.8883 0.0314 0.26
H -0.2530 2.8608 0.8277 0.25
H -1.0009 1.8395 -2.2435 0.18
H -0.2087 3.4624 -1.7054 0.31
H 2.5799 2.4014 -2.4064 -0.36
H 1.4908 0.0606 -2.2558 -0.26
H 2.1650 1.2077 -0.0358 -0.23
```

Properties
Frontier orbital gap in Ha: 0.281
Net charge: -1
Spin multiplicity: 1

=====

No. 4
Formula: C16H23FeN3
Source: OMol25
Level of theory: ωB97M-V with the def2-TZVPD basis set

The geometry in XYZ format:
```
43
Properties=species:S:1:pos:R:3:mulliken_charge:R:1
Fe -0.0801 -0.4639 -0.0512 0.76
C 2.9999 1.2578 -0.3673 -2.58
C 1.5294 1.3953 -0.5584 0.28
C 0.7288 1.9501 0.4836 1.57
C 1.3818 2.5870 1.6587 -1.76
C -0.6886 1.9948 0.3383 0.46
C -1.5310 2.5030 1.4530 -2.69
C -1.2903 1.6487 -0.9071 1.52
C -2.7342 1.9249 -1.1379 -1.76
C -0.4809 1.1254 -1.9597 0.39
C -1.1148 0.6966 -3.2354 -2.68
C 0.9383 1.0807 -1.8180 1.55
C 1.8052 0.8109 -2.9945 -1.79
H 3.5032 2.1854 -0.6639 0.49
H 3.4253 0.4666 -0.9811 0.51
H 3.2641 1.0838 0.6738 0.50
H 1.5348 1.8829 2.4815 0.35
H 0.7842 3.4085 2.0473 0.50
H 2.3595 2.9867 1.3981 0.49
H -1.6727 3.5838 1.3471 0.48
H -1.0706 2.3447 2.4236 0.52
H -2.5242 2.0621 1.4524 0.52
H -3.3569 1.0701 -0.8558 0.36
H -2.9435 2.1412 -2.1830 0.48
H -3.0790 2.7742 -0.5518 0.49
H -1.2173 1.5523 -3.9128 0.48
H -2.1192 0.3070 -3.0822 0.51
H -0.5199 -0.0447 -3.7635 0.52
H 2.0485 -0.2502 -3.0934 0.35
H 2.7494 1.3448 -2.9172 0.49
H 1.3273 1.1183 -3.9208 0.50
N -0.6949 -4.4749 3.9997 -0.18
C -0.5007 -4.2051 2.7284 0.51
C -0.3839 -2.8646 2.2001 0.02
N -0.1624 -2.6553 0.9300 -0.49
C -0.0053 -3.6666 0.0795 0.11
C -0.0848 -4.9753 0.5779 -0.37
N -0.3465 -5.1721 1.8276 -0.37
H -0.9180 -3.7752 4.6921 0.28
H -0.6414 -5.4344 4.3247 0.33
H -0.4038 -2.0209 2.8782 0.43
H 0.1566 -3.4497 -0.9666 0.51
H 0.0285 -5.8346 -0.0741 0.41
```

Properties
Expectation value of S²: 8.80
Frontier orbital gap (alpha / beta) in Ha: 0.278 / 0.177
Net charge: +3
Spin multiplicity: 6

=====

No. 5
Formula: C4H10O2
Source: OMol25
Level of theory: ωB97M-V with the def2-TZVPD basis set

The geometry in XYZ format:
```
16
Properties=species:S:1:pos:R:3:mulliken_charge:R:1
C 1.7171 1.0392 0.6966 -1.41
C 0.6488 -0.0145 0.4620 0.43
O 0.1077 -0.3611 1.7116 -0.56
C -0.4470 0.4918 -0.4828 -0.87
C -1.4700 -0.5715 -0.8031 0.24
O -1.8885 -1.3848 0.1708 -0.78
H 2.4600 0.6570 1.4021 0.34
H 2.2233 1.3125 -0.2355 0.37
H 1.2654 1.9367 1.1326 0.35
H 1.1210 -0.8955 -0.0188 0.22
H -0.6785 -0.9071 1.5135 0.39
H -0.0359 0.9108 -1.4097 0.37
H -1.0086 1.2847 0.0319 0.33
H -0.6988 -1.3970 -1.6749 0.16
H -2.2028 -0.2840 -1.5769 0.42
H -1.1131 -1.8173 -0.9194 0.00
```

Properties
Frontier orbital gap in Ha: 0.380
Spin multiplicity: 1

=====

No. 6
Formula: C3H3O2P
Source: OMol25
Level of theory: ωB97M-V with the def2-TZVPD basis set

The geometry in XYZ format:
```
9
Properties=species:S:1:pos:R:3:mulliken_charge:R:1
C -2.5295 0.6615 -0.3690 0.81
C -1.1889 0.6196 -0.2983 -0.66
C 1.7417 -0.1622 0.0867 -0.51
O -3.6822 0.6331 -0.2802 -0.35
O 0.6527 -0.9721 0.6096 -0.29
P -0.9551 -0.9049 0.3630 0.21
H 1.5144 0.1887 -0.8972 0.29
H 2.6579 -0.7503 0.0397 0.24
H 1.7890 0.6867 0.7457 0.27
```

Properties
Frontier orbital gap in Ha: 0.330
Spin multiplicity: 1